1.
# C3H8N3O

2 unconnected molecules or ions with the total composition C3H8N3O (ωB97M-V/def2-TZVPD, the Open Molecules 2025 dataset).

Output
HOMO	-14.403	eV
gap between HOMO and LUMO	10.89	eV
net charge	+1
relative energy (zero: lowest compared OMol25 entry of this formula, charge and spin)	0.776	eV
LUMO energy	-0.1293	hartree
calculated total energy	-358.3679	Ha

Geometry as XYZ:
```
15
C3H8N3O, DFT ωB97M-V/def2-TZVPD
O -2.333 -0.252 0.223
N 0.625 0.125 0.205
N 2.845 0.746 -0.500
N -4.626 0.071 -0.055
C 0.783 -1.346 0.120
C -3.484 0.017 0.215
C 1.514 0.960 -0.239
H -0.287 0.502 0.633
H 3.326 -0.114 -0.362
H -5.451 0.713 0.059
H 0.751 -1.804 1.126
H 3.316 1.616 -0.642
H 1.783 -1.671 -0.297
H 1.406 1.982 -0.069
H -0.167 -1.546 -0.415
```

=====

2.
# C3H8N3O

2 unconnected molecules or ions with the total composition C3H8N3O (ωB97M-V/def2-TZVPD, the Open Molecules 2025 dataset).

Output
spin multiplicity	3
HOMO (alpha / beta)	-10.450 / -14.188	eV
gap between HOMO and LUMO (alpha / beta)	7.33 / 5.47	eV
net charge	+1
relative energy (zero: lowest compared OMol25 entry of this formula, charge and spin)	5.408	eV
LUMO energy (alpha / beta)	-0.1146 / -0.3205	hartree
calculated total energy	-358.0320	Ha

Geometry as XYZ:
```
15
C3H8N3O, DFT ωB97M-V/def2-TZVPD
O 3.457 -0.465 0.458
N 2.154 -0.273 0.609
N -1.739 -0.331 0.160
N -4.007 -0.241 -0.226
C -2.900 0.121 0.410
C 3.959 0.383 -0.578
C 1.091 0.099 0.697
H -0.977 -0.183 0.805
H -3.801 -0.896 -0.876
H -4.918 0.024 0.095
H 3.829 1.513 -0.243
H 5.091 0.195 -0.615
H -2.821 0.900 1.228
H 3.321 0.282 -1.443
H -1.739 -1.130 -0.484
```

=====

3.
# C3H8N3O2

2 unconnected molecules or ions with the total composition C3H8N3O2 (ωB97M-V/def2-TZVPD, the Open Molecules 2025 dataset).

Output
HOMO	-4.056	eV
gap between HOMO and LUMO	7.99	eV
net charge	-1
relative energy (zero: lowest compared OMol25 entry of this formula, charge and spin)	1.032	eV
LUMO energy	0.1447	hartree
calculated total energy	-433.9100	Ha

Geometry as XYZ:
```
16
C3H8N3O2, DFT ωB97M-V/def2-TZVPD
O -0.832 0.368 1.537
O -2.787 1.339 1.039
N 1.625 -0.824 0.843
N 2.331 0.248 -2.633
N -2.365 -0.832 0.281
C 2.033 -0.765 -0.476
C -1.973 0.402 1.041
C 1.977 0.321 -1.237
H -2.783 -0.487 -0.577
H 0.743 -0.336 1.053
H 2.434 -1.672 -0.921
H 1.599 1.262 -0.853
H 1.664 -1.732 1.261
H -3.168 -1.200 0.783
H 2.789 1.092 -2.947
H 1.529 0.095 -3.223
```

=====

4.
# C3H8N3O2

A gas-phase ion, C3H8N3O2 (charge +1) (ωB97M-V/def2-TZVPD, the Open Molecules 2025 dataset).

Output
HOMO	-14.143	eV
gap between HOMO and LUMO	10.47	eV
net charge	+1
relative energy (zero: lowest compared OMol25 entry of this formula, charge and spin)	3.965	eV
LUMO energy	-0.1349	hartree
calculated total energy	-433.4780	Ha

Geometry as XYZ:
```
16
C3H8N3O2, DFT ωB97M-V/def2-TZVPD
O -0.862 2.217 -0.051
O -0.510 -1.309 0.377
N 0.057 -0.095 -1.474
N -1.443 0.779 1.622
N -0.871 -0.236 -0.482
C 1.279 -0.442 -0.845
C 0.901 -1.465 0.218
C -1.041 1.081 0.447
H 2.091 -0.676 -1.429
H -1.344 -0.172 1.918
H -1.687 1.567 2.206
H -0.324 2.447 -0.986
H -0.182 -0.475 -2.427
H 1.346 -1.127 1.254
H 1.055 -2.462 -0.086
H 1.534 0.367 -0.262
```

=====

5.
# C3H8N3O2

2 unconnected molecules or ions with the total composition C3H8N3O2 (ωB97M-V/def2-TZVPD, the Open Molecules 2025 dataset).

Output
HOMO	-14.573	eV
gap between HOMO and LUMO	11.02	eV
net charge	+1
relative energy (zero: lowest compared OMol25 entry of this formula, charge and spin)	3.024	eV
LUMO energy	-0.1305	hartree
calculated total energy	-433.5126	Ha

Geometry as XYZ:
```
16
C3H8N3O2, DFT ωB97M-V/def2-TZVPD
O 0.560 0.362 0.164
O -0.374 0.812 -1.737
N -0.205 -2.244 0.242
N -0.422 -0.619 -1.880
N 0.514 -1.980 2.565
C 0.193 -2.120 1.340
C -0.086 2.629 -0.313
C 0.112 1.212 -0.553
H 0.581 -0.918 -2.076
H 0.738 -1.012 2.750
H -1.185 -0.765 -2.683
H -0.393 -1.850 -0.728
H -1.179 2.884 -0.004
H 0.397 2.978 0.568
H 0.354 -2.661 3.391
H 0.395 3.293 -1.046
```

=====

6.
# C3H8N3O2

2 unconnected molecules or ions with the total composition C3H8N3O2 (ωB97M-V/def2-TZVPD, the Open Molecules 2025 dataset).

Output
HOMO (alpha / beta)	-13.884 / -13.885	eV
gap between HOMO and LUMO (alpha / beta)	6.98 / 6.98	eV
net charge	+1
relative energy (zero: lowest compared OMol25 entry of this formula, charge and spin)	3.724	eV
LUMO energy (alpha / beta)	-0.2537 / -0.2536	hartree
calculated total energy	-433.4869	Ha

Geometry as XYZ:
```
16
C3H8N3O2, DFT ωB97M-V/def2-TZVPD
O -1.200 -0.981 0.778
O -0.923 1.016 -0.244
N 2.234 0.842 -0.118
N 1.428 1.285 0.685
N 1.568 -1.380 -0.030
C 2.438 -0.539 -0.269
C -1.676 0.125 0.120
C -3.149 0.000 -0.140
H -3.481 1.149 -0.190
H 2.926 1.332 -0.747
H -3.520 -0.598 0.558
H -3.276 -0.531 -1.162
H -0.188 -1.078 0.963
H 3.473 -0.602 -0.686
H 1.453 2.241 0.739
H 1.894 -2.281 -0.256
```

=====

7.
# C3H8N3S

2 unconnected molecules or ions with the total composition C3H8N3S (ωB97M-V/def2-TZVPD, the Open Molecules 2025 dataset).

Output
HOMO	-12.751	eV
gap between HOMO and LUMO	7.38	eV
net charge	+1
relative energy (zero: lowest compared OMol25 entry of this formula, charge and spin)	4.518	eV
LUMO energy	-0.1975	hartree
calculated total energy	-681.1483	Ha

Geometry as XYZ:
```
15
C3H8N3S, DFT ωB97M-V/def2-TZVPD
S -2.351 -0.174 0.466
N 1.412 1.097 0.697
N -1.576 -2.743 -1.534
N 0.435 0.046 0.377
C -0.446 -2.533 -1.355
C -0.731 0.439 -0.179
C 2.483 0.951 1.367
H -2.383 -2.882 -2.078
H -0.801 0.419 -1.319
H 0.996 2.018 0.622
H 3.172 1.681 1.672
H -3.073 0.887 0.000
H -0.928 1.520 -0.020
H 0.831 -0.807 0.061
H 2.961 0.078 1.223
```

=====

8.
# C3H8N3S

A gas-phase ion, C3H8N3S (charge +1) (ωB97M-V/def2-TZVPD, the Open Molecules 2025 dataset).

Output
HOMO	-13.049	eV
gap between HOMO and LUMO	9.80	eV
net charge	+1
relative energy (zero: lowest compared OMol25 entry of this formula, charge and spin)	0.000	eV
LUMO energy	-0.1194	hartree
calculated total energy	-681.3143	Ha

Geometry as XYZ:
```
15
C3H8N3S, DFT ωB97M-V/def2-TZVPD
S 0.589 1.418 0.101
N 0.700 -1.108 -0.076
N 2.097 0.685 -0.277
N -1.493 -0.260 -0.092
C -0.187 -0.117 -0.038
C -2.410 0.857 -0.059
C 2.080 -0.703 0.125
H -2.653 1.133 0.969
H -3.327 0.584 -0.575
H 0.456 -2.084 -0.131
H 2.747 -1.267 -0.536
H -1.895 -1.188 -0.105
H 2.886 1.215 0.072
H 2.374 -0.882 1.177
H -1.963 1.717 -0.556
```

=====

9.
# C3H8N4

A single C3H8N4 molecule (ωB97M-V/def2-TZVPD, the Open Molecules 2025 dataset).

Output
HOMO	-8.739	eV
gap between HOMO and LUMO	9.75	eV
net charge	0
relative energy (zero: lowest compared OMol25 entry of this formula, charge and spin)	4.112	eV
LUMO energy	0.0373	hartree
calculated total energy	-338.0027	Ha

Geometry as XYZ:
```
15
C3H8N4, DFT ωB97M-V/def2-TZVPD
N 1.724 1.104 0.414
N -0.344 -0.272 -0.096
N -1.018 0.368 -1.192
N -0.778 -1.547 -0.105
C 1.066 2.202 0.373
C -1.098 -1.951 1.081
C 1.129 -0.070 -0.244
H 0.087 2.344 -0.108
H -1.035 -1.316 1.983
H -2.018 0.205 -1.064
H 1.491 3.098 0.853
H -1.469 -2.978 1.223
H -0.799 -0.152 -2.043
H 1.621 -0.933 0.224
H 1.440 -0.102 -1.298
```

=====

10.
# C3H8N4

A single C3H8N4 molecule (ωB97M-V/def2-TZVPD, the Open Molecules 2025 dataset).

Output
HOMO	-8.220	eV
gap between HOMO and LUMO	9.28	eV
net charge	0
relative energy (zero: lowest compared OMol25 entry of this formula, charge and spin)	3.333	eV
LUMO energy	0.0390	hartree
calculated total energy	-338.0313	Ha

Geometry as XYZ:
```
15
C3H8N4, DFT ωB97M-V/def2-TZVPD
N -0.074 1.479 0.298
N 1.853 -0.057 -0.248
N 0.964 -1.099 -0.520
N -1.007 0.909 -0.648
C -1.427 -0.409 -0.083
C -0.155 -1.146 0.443
C 1.307 1.075 0.077
H -0.149 2.456 0.433
H -2.218 -0.265 0.656
H 0.164 -0.582 1.396
H -1.877 -0.940 -0.901
H 1.468 -2.047 -0.454
H -0.516 0.934 -1.561
H 2.068 1.882 0.224
H -0.401 -2.191 0.888
```

=====

Number 1: M 102.117 g mol⁻¹. Number 2: M 102.117 g mol⁻¹. Number 3: M 118.116 g mol⁻¹. Number 4: M 118.116 g mol⁻¹. Number 5: M 118.116 g mol⁻¹. Number 6: M 118.116 g mol⁻¹. Number 7: M 118.185 g mol⁻¹. Number 8: M 118.185 g mol⁻¹. Number 9: M 100.125 g mol⁻¹. Number 10: M 100.125 g mol⁻¹.